Entry 1:
Formula: C38H47Br4N6O12Sr
Source: the Open Molecules 2025 dataset
Level of theory: ωB97M-V with the def2-TZVPD basis set

Last column: Löwdin charge in e.
CARTESIAN COORDINATES (ANGSTROEM)
N -23.730 -2.515 19.700  0.301
H -23.913 -2.026 20.564  0.042
H -24.389 -3.217 19.395  0.140
H -22.878 -3.012 19.921  0.046
H -23.594 -1.909 18.903  0.140
Sr -21.241 -1.181 22.469  1.634
C -21.885 -5.367 20.317  -0.103
C -20.699 -4.418 20.649  -0.397
O -20.985 -2.992 20.457  -0.520
H -21.992 -5.236 19.240  0.072
H -22.860 -5.204 20.777  0.035
H -21.562 -6.351 20.656  0.076
H -19.819 -4.744 20.094  0.097
H -20.522 -4.623 21.705  0.073
C -25.763 -3.180 22.306  -0.094
C -24.808 -2.323 23.119  -0.372
O -23.562 -1.962 22.421  -0.562
H -26.337 -2.444 21.742  0.048
H -26.470 -3.664 22.980  0.011
H -25.212 -3.880 21.678  0.045
H -24.549 -3.013 23.922  0.056
H -25.333 -1.556 23.690  0.078
Br -23.867 -6.065 24.922  0.665
C -25.268 -5.481 26.189  -0.672
C -26.116 -6.726 26.441  -0.734
Br -27.747 -6.079 27.143  0.695
H -25.842 -4.712 25.673  0.016
H -24.773 -5.155 27.103  0.051
H -25.736 -7.494 27.115  0.069
H -26.293 -7.189 25.470  0.026
Br -30.631 -9.334 23.342  0.675
C -30.199 -7.444 23.191  -0.695
C -28.950 -7.183 23.944  -0.672
Br -28.477 -5.260 24.038  0.634
H -31.018 -6.891 23.651  0.059
H -30.162 -7.114 22.152  0.059
H -28.095 -7.511 23.353  0.029
H -29.018 -7.500 24.985  0.022
C -24.634 -7.909 22.100  -0.123
C -25.239 -6.841 21.502  -0.063
C -26.508 -7.087 20.932  -0.024
C -27.047 -8.297 20.732  -0.193
C -26.401 -9.359 21.331  0.008
C -25.255 -9.146 22.101  -0.047
N -28.328 -8.457 20.058  -0.280
O -28.886 -7.439 19.543  0.037
O -28.940 -9.520 20.268  0.056
H -23.695 -7.731 22.604  0.065
H -24.876 -5.824 21.535  0.061
H -27.025 -6.374 20.307  0.119
H -26.782 -10.363 21.437  0.124
H -24.808 -9.956 22.658  0.114
C -24.217 -2.098 27.144  -0.072
C -24.524 -0.852 26.581  -0.061
C -24.626 0.349 27.286  -0.004
C -24.357 0.321 28.631  -0.114
C -24.013 -0.921 29.285  0.050
C -23.979 -2.140 28.496  -0.049
N -24.538 1.555 29.449  -0.334
O -24.526 1.453 30.630  0.120
O -24.520 2.637 28.816  0.046
H -24.162 -2.882 26.404  0.078
H -24.600 -0.639 25.525  0.077
H -25.076 1.148 26.715  0.082
H -23.865 -0.829 30.351  0.109
H -23.688 -3.003 29.076  0.103
C -27.939 4.158 20.013  -0.030
C -28.609 3.432 19.022  -0.064
C -28.162 2.170 18.678  0.010
C -27.139 1.628 19.529  -0.100
C -26.534 2.333 20.617  -0.028
C -26.887 3.637 20.867  -0.036
N -26.520 0.268 19.305  -0.335
O -26.949 -0.202 18.232  0.033
O -25.735 -0.296 20.012  0.061
H -28.255 5.177 20.183  0.103
H -29.443 3.815 18.453  0.114
H -28.466 1.648 17.783  0.119
H -25.992 1.845 21.414  0.092
H -26.578 4.169 21.754  0.105
C -31.151 -0.440 18.476  -0.084
C -30.088 -1.142 18.768  -0.104
C -29.454 -1.133 19.970  -0.024
C -29.804 -0.262 20.949  -0.146
C -30.977 0.452 20.670  0.001
C -31.628 0.358 19.474  -0.061
N -29.124 -0.073 22.238  -0.279
O -28.305 -0.921 22.618  0.059
O -29.429 0.956 22.908  0.056
H -31.667 -0.546 17.533  0.127
H -29.543 -1.616 17.966  0.124
H -28.476 -1.574 20.097  0.113
H -31.502 0.921 21.489  0.123
H -32.601 0.780 19.271  0.119
C -24.903 2.722 24.484  -0.114
C -25.935 1.873 24.320  -0.116
C -27.107 1.879 25.156  0.021
C -27.180 2.874 26.126  -0.119
C -26.067 3.678 26.412  -0.001
C -24.908 3.563 25.611  -0.055
N -28.507 3.049 26.807  -0.350
O -29.364 2.176 26.960  0.077
O -28.606 4.111 27.323  0.103
H -24.087 2.665 23.778  0.101
H -25.710 0.949 23.808  0.091
H -27.806 1.067 25.024  0.107
H -25.916 4.272 27.301  0.118
H -24.008 4.149 25.718  0.110

Values from the calculation:
LUMO: -4.58 eV
2S+1: 1
gap between HOMO and LUMO: 0.246 Eh
total charge: +1

---

Entry 2:
Formula: C5H9NO2
Source: the Open Molecules 2025 dataset
Level of theory: ωB97M-V with the def2-TZVPD basis set

Last column: Löwdin charge in e.
CARTESIAN COORDINATES (ANGSTROEM)
C -1.512 -1.329 0.285  -0.087
N -0.384 -0.881 -0.515  -0.022
O 0.925 -1.808 0.076  -0.068
C 0.118 0.414 -0.222  -0.417
C -0.657 1.472 0.519  -0.018
C 1.315 0.769 -1.113  0.001
C 1.648 0.214 0.192  -0.350
O 2.302 0.507 1.151  0.114
H -1.696 -2.383 0.076  0.085
H -2.401 -0.769 -0.028  0.094
H -1.362 -1.199 1.361  0.095
H 1.247 -2.265 -0.720  0.083
H -1.696 1.557 0.188  0.077
H -0.191 2.450 0.379  0.090
H -0.678 1.271 1.592  0.088
H 1.448 0.164 -2.001  0.113
H 1.576 1.817 -1.219  0.123

Values from the calculation:
LUMO: 0.73 eV
SMILES string: CN(O)[C@]1(C)CC1=O
energy relative to the best compared isomer or geometry (same formula, charge and spin): 524.3 kJ/mol
2S+1: 1
gap between HOMO and LUMO: 0.320 Eh
total charge: 0

---

Entry 3:
Formula: C43H111N5O14
Source: the Open Molecules 2025 dataset
Level of theory: ωB97M-V with the def2-TZVPD basis set

Last column: Mulliken spin population.
CARTESIAN COORDINATES (ANGSTROEM)
C 6.938 -18.307 7.727  0.001
O 6.060 -17.802 6.715  0.001
C 4.734 -17.495 7.187  0.001
C 4.629 -16.279 8.138  0.001
N 4.754 -14.990 7.423  0.001
C 4.353 -13.825 8.252  0.000
C 2.801 -13.762 8.465  0.000
O 2.522 -12.647 9.271  0.000
C 1.131 -12.429 9.470  0.000
H 7.877 -18.418 7.184  0.000
H 6.470 -19.166 8.208  -0.001
H 7.088 -17.565 8.511  -0.001
H 4.300 -18.339 7.723  0.001
H 4.106 -17.336 6.311  0.000
H 5.305 -16.403 8.984  0.000
H 3.688 -16.379 8.680  0.000
H 5.737 -14.905 7.206  -0.001
H 4.710 -12.950 7.708  0.001
H 4.921 -13.788 9.182  0.000
H 2.360 -14.665 8.885  0.000
H 2.262 -13.616 7.528  0.000
H 0.543 -13.295 9.775  0.000
H 0.784 -12.030 8.517  0.000
H 1.021 -11.642 10.217  0.000
C 8.046 -14.886 9.408  -0.004
O 7.618 -14.875 8.003  -0.007
C 8.679 -14.641 7.076  0.043
C 8.168 -14.705 5.669  0.008
N 7.981 -16.104 5.262  0.845
C 7.827 -16.252 3.792  0.018
C 7.513 -17.779 3.520  -0.006
O 8.608 -18.734 3.750  0.007
C 8.412 -19.952 3.025  -0.001
H 7.143 -15.120 9.973  0.000
H 8.430 -13.897 9.655  -0.001
H 8.859 -15.594 9.568  0.003
H 9.468 -15.373 7.246  -0.008
H 9.077 -13.643 7.261  -0.002
H 8.837 -14.157 5.005  0.020
H 7.177 -14.252 5.646  0.034
H 7.295 -16.524 5.873  -0.009
H 8.708 -16.035 3.188  0.020
H 7.018 -15.589 3.484  0.035
H 7.217 -17.751 2.471  0.001
H 6.696 -18.078 4.177  -0.001
H 7.484 -20.491 3.217  0.000
H 9.259 -20.608 3.229  0.000
H 8.452 -19.781 1.949  0.001
C 4.700 -16.470 15.885  0.000
O 3.620 -16.173 15.053  0.000
C 2.337 -16.500 15.620  0.000
C 1.128 -15.987 14.757  0.000
N 1.077 -16.492 13.399  0.000
C 0.720 -17.936 13.335  0.000
C 0.082 -18.232 11.982  0.000
O -0.229 -19.589 11.870  0.000
C -0.747 -19.938 10.577  0.000
H 5.630 -16.498 15.316  0.000
H 4.463 -17.406 16.391  0.000
H 4.695 -15.671 16.625  0.000
H 2.292 -16.002 16.588  0.000
H 2.271 -17.582 15.733  0.000
H 1.106 -14.900 14.826  0.000
H 0.174 -16.241 15.219  0.000
H 1.929 -16.289 12.898  0.000
H -0.051 -18.136 14.079  0.000
H 1.616 -18.525 13.534  0.000
H 0.725 -17.831 11.199  0.000
H -0.794 -17.591 11.884  0.000
H -1.518 -19.253 10.224  0.000
H -1.178 -20.939 10.598  0.000
H 0.093 -19.959 9.884  0.000
C 10.435 -15.715 12.341  0.000
O 11.474 -14.749 12.263  0.000
C 12.657 -15.247 11.757  0.000
C 13.807 -14.227 12.051  0.000
N 13.976 -14.122 13.472  0.000
C 15.032 -13.218 13.885  0.000
C 16.487 -13.817 13.629  0.000
O 17.447 -13.190 14.472  0.000
C 18.613 -13.942 14.640  0.000
H 10.807 -16.604 12.851  0.000
H 10.206 -16.045 11.327  0.000
H 9.608 -15.264 12.889  0.000
H 12.462 -15.465 10.707  0.000
H 12.936 -16.198 12.209  0.000
H 13.658 -13.265 11.561  0.000
H 14.736 -14.633 11.649  0.000
H 13.067 -13.921 13.862  0.000
H 14.891 -13.007 14.945  0.000
H 15.007 -12.260 13.366  0.000
H 16.754 -13.800 12.573  0.000
H 16.479 -14.869 13.914  0.000
H 18.492 -14.788 15.317  0.000
H 19.349 -13.279 15.094  0.000
H 19.011 -14.327 13.701  0.000
C 2.944 -14.044 12.319  0.000
C 4.082 -14.977 11.841  0.000
C 5.443 -14.440 12.378  0.000
O 5.669 -13.255 11.593  0.000
C 6.908 -12.636 11.979  0.000
N 3.864 -16.274 12.467  0.000
H 2.856 -13.953 13.402  0.000
H 1.993 -14.423 11.945  0.000
H 2.998 -13.039 11.902  0.000
H 4.141 -15.146 10.765  0.000
H 6.219 -15.167 12.136  0.000
H 5.356 -14.282 13.453  0.000
H 6.871 -12.080 12.916  0.000
H 7.140 -11.893 11.216  0.000
H 7.686 -13.399 11.984  0.000
H 3.973 -16.183 13.467  0.000
H 4.701 -16.790 12.236  0.000
C 6.260 -19.099 14.182  0.000
C 7.064 -18.250 13.167  0.000
C 8.203 -19.123 12.678  0.000
O 6.157 -17.959 12.178  0.000
H 5.280 -18.707 14.456  0.000
H 6.752 -19.080 15.154  0.000
H 6.085 -20.127 13.866  0.000
H 7.402 -17.263 13.484  0.000
H 7.969 -20.014 12.095  0.000
H 8.681 -19.537 13.566  0.000
H 8.942 -18.546 12.123  0.000
H 5.990 -18.831 11.814  0.000
C 0.803 -11.294 12.989  0.000
C -0.087 -11.126 14.175  0.000
C 0.201 -9.922 15.054  0.000
O -1.329 -10.971 13.567  0.000
H 0.756 -10.440 12.314  0.000
H 0.521 -12.149 12.375  0.000
H 1.837 -11.430 13.308  0.000
H -0.053 -12.027 14.789  0.000
H 1.216 -9.864 15.446  0.000
H -0.474 -9.935 15.910  0.000
H -0.019 -8.976 14.560  0.000
H -1.331 -10.383 12.808  0.000
C 3.435 -21.012 12.708  0.000
C 3.918 -20.959 11.258  0.000
C 3.320 -19.806 10.413  0.000
O 5.344 -20.626 11.372  0.000
H 3.923 -21.825 13.244  0.000
H 2.357 -20.999 12.866  0.000
H 3.689 -20.154 13.330  0.000
H 3.779 -21.882 10.695  0.000
H 2.245 -19.971 10.346  0.000
H 3.862 -19.678 9.475  0.000
H 3.328 -18.833 10.903  0.000
H 5.815 -21.451 11.233  0.000
C 10.250 -11.444 11.376  0.000
C 10.235 -11.181 12.871  0.000
C 11.609 -11.185 13.496  0.000
O 9.739 -9.897 13.021  0.000
H 9.246 -11.440 10.950  0.000
H 10.631 -12.445 11.171  0.000
H 10.754 -10.687 10.775  0.000
H 9.550 -11.842 13.402  0.000
H 11.572 -10.613 14.423  0.000
H 12.354 -10.621 12.936  0.000
H 12.057 -12.161 13.686  0.000
H 10.147 -9.305 12.385  0.000
C 8.324 -8.114 15.618  0.000
C 8.365 -9.489 16.272  0.000
C 7.267 -10.296 15.653  0.000
O 9.581 -10.140 15.934  0.000
H 8.885 -7.381 16.198  0.000
H 7.303 -7.743 15.525  0.000
H 8.626 -7.993 14.578  0.000
H 8.256 -9.461 17.356  0.000
H 7.254 -11.220 16.231  0.000
H 7.401 -10.553 14.602  0.000
H 6.328 -9.749 15.733  0.000
H 9.787 -10.077 14.999  0.000

Values from the calculation:
LUMO (alpha / beta): -2.14 / -7.07 eV
⟨S²⟩: 0.75
2S+1: 2
gap between HOMO and LUMO (alpha / beta): 0.279 / 0.097 Eh
total charge: +1